No. 1
The following is a quantum chemistry calculation of C19H52FN4O5Pd as an isolated structure at a distorted geometry, from OMol25.

Its expectation value of S² is 2.004. As for the spin multiplicity: 3. As for the total charge: +1. The orbital gap (alpha / beta) comes out at 9.2 / 7.1 eV. The calculation puts the energy relative to the best compared isomer or geometry (same formula, charge and spin) at 0.0000 eV.

```
82
C19H52FN4O5Pd the ωB97M-V functional and the def2-TZVPD basis
Pd -4.62325 -2.48228 17.13746
F -3.65815 -4.33019 16.72385
C -8.36475 -4.71636 16.83929
C -7.13024 -3.95873 16.57936
C -7.40879 -2.89637 15.61666
O -6.20254 -2.26219 15.23844
C -6.11308 -1.68769 13.96128
N -6.45832 -3.44374 17.79815
H -8.70771 -5.10926 15.89372
H -9.10999 -4.07302 17.27737
H -8.19846 -5.42293 17.60685
H -6.39092 -4.56193 16.03874
H -8.18823 -2.13466 15.90205
H -7.85227 -3.37459 14.72841
H -6.45517 -0.64853 13.88027
H -6.77597 -2.17680 13.25328
H -5.09765 -1.79988 13.64870
H -7.11865 -2.94553 18.30477
H -6.21036 -4.22978 18.29357
C -1.08435 -2.63051 16.83880
C -1.69574 -1.70849 15.81452
C -1.90926 -2.36414 14.47364
O -2.53759 -1.49666 13.54149
C -2.61416 -2.03368 12.17280
N -2.95227 -1.09507 16.28313
H -1.08024 -2.28105 17.86513
H -0.07457 -2.76752 16.52192
H -1.60662 -3.56745 16.80320
H -1.01184 -0.80379 15.73119
H -2.52203 -3.28948 14.53340
H -0.92853 -2.68238 14.10196
H -3.41238 -1.44769 11.66792
H -2.86534 -3.10392 12.11341
H -1.71390 -1.99966 11.54984
H -2.86502 -0.57354 17.14482
H -3.35722 -0.54447 15.51772
C -5.76530 -0.58046 20.13937
C -4.29234 -1.06722 20.09524
C -3.85011 -1.23624 21.57400
O -2.50461 -1.36092 21.65820
C -2.04698 -2.00165 22.88527
N -4.25175 -2.33638 19.28876
H -6.14279 -0.58511 19.06302
H -5.80348 0.47112 20.48205
H -6.34746 -1.26966 20.72781
H -3.65614 -0.35261 19.57529
H -4.41206 -2.16025 21.92183
H -4.28684 -0.40216 22.14535
H -2.76344 -2.87346 23.10081
H -2.12736 -1.25158 23.69988
H -1.05164 -2.23171 22.66220
H -3.32252 -2.82801 19.28553
H -4.80635 -3.10212 19.66470
C -4.32255 -7.29076 15.29911
C -4.15470 -6.69139 13.89782
C -5.17282 -5.56822 13.74377
O -6.44700 -5.94375 14.15854
C -7.03920 -6.82650 13.26503
N -2.85278 -6.07607 13.62917
H -3.61364 -8.09768 15.55278
H -5.30717 -7.76326 15.45871
H -4.07891 -6.48969 15.99223
H -4.30746 -7.43184 13.11471
H -5.23010 -5.25874 12.67272
H -4.81503 -4.78914 14.44848
H -8.05945 -6.49335 13.08654
H -7.02307 -7.85872 13.61310
H -6.59508 -6.70872 12.22330
H -2.30124 -6.54952 12.97339
H -2.31862 -6.06732 14.51637
C -2.99311 -5.46776 21.12654
C -4.18872 -6.10666 20.36568
C -5.36878 -6.24357 21.32750
O -4.66722 -5.23071 19.36028
H -3.39919 -4.65093 21.71693
H -2.18082 -5.14977 20.44965
H -2.60792 -6.16465 21.85416
H -3.88878 -7.07545 19.81363
H -5.60559 -5.26687 21.78708
H -5.05141 -6.90581 22.15961
H -6.23101 -6.55857 20.85229
H -4.18856 -5.48090 18.50016
```

No. 2
The following is a quantum chemistry calculation of a 2-piece molecular cluster, Cl2H2OSi overall at a distorted geometry, from OMol25.

As for the total charge: 0. The orbital gap comes out at 9.2 eV. The calculation puts the energy relative to the best compared isomer or geometry (same formula, charge and spin) at 2.7608 eV.

```
6
Cl2H2OSi the ωB97M-V functional and the def2-TZVPD basis
O 0.28442 -0.35965 -0.29527
Si 1.63162 0.20127 0.10657
Cl 3.17334 -1.06851 -0.03001
H 1.78558 1.22000 1.00033
Cl -2.50734 -1.37752 -0.06460
H -1.27227 -1.11650 -0.29326
```